[1]
This record from OMol25 describes C19H33InN10O2S2Si2 as an isolated structure. The level of theory is wB97M-V/def2-TZVPD.

Summary:
E_HOMO, eV: -7.03
ΔE to the lowest compared entry with this formula, charge and spin, eV: 0.2288
HOMO-LUMO gap, eV: 7.4
LUMO level, eV: 0.38
Largest force on an atom, eV/A: 0.204

XYZ file:
```
69
Properties=species:S:1:pos:R:3:forces:R:3
In -0.596 -0.834 -0.158 0.016 0.001 0.004
C -1.480 -3.569 2.212 -0.014 0.009 -0.004
Si -0.009 -2.599 1.553 0.032 -0.081 -0.049
C 1.118 -2.199 2.998 -0.033 0.017 0.011
C 0.957 -3.743 0.360 -0.010 0.017 -0.023
C 1.519 -4.881 0.954 -0.002 0.006 0.005
C 2.253 -5.809 0.234 0.004 -0.003 -0.015
C 2.448 -5.616 -1.125 -0.002 0.002 0.016
C 1.903 -4.498 -1.735 0.003 -0.009 0.026
C 1.156 -3.547 -1.027 0.010 -0.023 -0.011
Si 0.467 -2.114 -2.081 -0.019 0.022 -0.005
C 1.889 -1.450 -3.137 -0.001 -0.001 0.001
C -0.797 -2.846 -3.271 0.019 -0.018 0.000
H -1.144 -4.482 2.711 0.004 -0.003 -0.002
H -2.161 -3.857 1.408 -0.007 0.006 0.004
H -2.032 -2.968 2.938 -0.008 0.002 -0.005
H 1.327 -3.106 3.572 0.001 -0.002 0.006
H 0.630 -1.475 3.651 0.015 -0.001 -0.004
H 2.070 -1.786 2.664 0.009 0.020 -0.009
H 1.379 -5.049 2.018 0.003 -0.002 0.001
H 2.670 -6.677 0.730 0.001 0.001 0.000
H 3.019 -6.330 -1.705 -0.001 -0.001 0.001
H 2.064 -4.365 -2.801 -0.004 0.003 -0.005
H 2.222 -2.216 -3.842 0.004 0.002 -0.003
H 2.750 -1.172 -2.527 -0.001 0.003 0.005
H 1.577 -0.584 -3.727 0.003 0.004 0.013
H -0.353 -3.652 -3.862 -0.007 -0.002 -0.005
H -1.172 -2.084 -3.958 0.000 0.004 -0.003
H -1.649 -3.250 -2.723 -0.002 -0.003 0.005
C 3.353 2.629 -3.976 -0.004 -0.037 -0.004
C 3.551 1.869 -2.721 -0.020 0.045 0.046
N 4.663 1.353 -2.305 0.006 0.013 0.003
N 4.328 0.748 -1.124 0.011 0.000 -0.018
C 3.037 0.868 -0.798 -0.018 0.032 0.021
S 2.249 0.215 0.533 -0.027 0.023 0.021
N 2.536 1.616 -1.825 0.034 -0.083 -0.054
N 1.215 1.980 -2.045 -0.032 -0.049 -0.016
H 4.308 2.715 -4.487 0.000 -0.004 -0.003
H 2.952 3.620 -3.769 0.002 0.000 0.015
H 2.638 2.112 -4.614 0.002 0.012 -0.017
H 5.014 0.240 -0.594 -0.001 -0.003 -0.006
H 0.898 2.580 -1.287 0.037 0.022 0.005
H 0.646 1.134 -2.030 0.023 0.043 0.013
N -4.973 -1.785 -0.762 0.008 0.003 0.003
C -3.828 -1.423 -0.110 -0.073 0.022 -0.060
N -3.937 -1.123 1.188 0.023 -0.023 -0.031
O -2.759 -1.403 -0.744 0.012 0.027 0.060
H -5.867 -1.527 -0.383 0.006 -0.016 0.002
H -4.898 -1.817 -1.764 0.005 -0.005 0.007
H -4.799 -1.257 1.684 -0.002 0.001 -0.007
H -3.132 -0.921 1.771 -0.012 -0.008 0.018
C -1.089 4.239 4.001 -0.010 0.019 -0.001
N -1.290 2.819 3.842 0.014 0.022 -0.014
C -2.512 2.100 4.111 -0.037 -0.003 -0.023
C -2.145 0.702 3.608 0.041 -0.042 -0.027
O -2.924 -0.240 3.603 0.019 0.002 0.035
N -0.864 0.700 3.150 -0.022 0.097 0.017
C -0.429 1.953 3.277 0.100 -0.057 -0.010
N 0.804 2.330 2.905 -0.018 -0.005 -0.007
H -2.048 4.702 4.222 0.003 -0.008 0.018
H -0.725 4.680 3.071 0.000 0.014 0.023
H -0.398 4.464 4.817 0.005 -0.012 -0.004
H -3.357 2.496 3.543 -0.001 0.003 0.004
H -2.767 2.078 5.172 -0.002 0.001 0.006
H 1.301 1.683 2.303 -0.043 0.013 0.009
H 0.952 3.304 2.698 0.000 -0.016 0.017
S -1.072 3.958 0.333 0.077 0.006 -0.104
C -1.166 2.358 0.088 -0.173 -0.048 0.097
N -1.243 1.206 -0.099 0.051 0.029 0.010
```
Positions in Å, forces in eV/Å.

These are the natural (NBO) partial charges, in e, on atoms 1 to 2: number 1, In, carries 0.812; number 2, C, carries -1.118

[2]
This record from OMol25 describes C19H33LaN5O6PS6Te as an isolated structure. The level of theory is wB97M-V/def2-TZVPD.

Summary:
E_HOMO, eV: -6.68
ΔE to the lowest compared entry with this formula, charge and spin, eV: 1.1181
HOMO-LUMO gap, eV: 6.3
LUMO level, eV: -0.34
Largest force on an atom, eV/A: 3.610

XYZ file:
```
72
Properties=species:S:1:pos:R:3:forces:R:3
La 1.442 -0.836 -0.597 0.780 -0.473 0.794
S 4.149 -0.560 0.337 -0.320 0.048 -0.153
S 4.760 0.475 -1.351 -0.967 -0.311 -0.871
S 3.164 0.115 -2.815 1.776 -0.430 0.886
S 1.653 1.312 -2.252 -1.060 1.347 -0.313
C -1.233 5.944 2.942 0.100 -1.724 0.531
C 0.031 6.817 2.998 0.280 0.557 -1.565
N 1.219 6.130 3.471 -0.921 -0.710 1.209
C 1.512 4.988 2.618 0.730 0.005 -0.655
C 0.315 3.976 2.569 -0.474 -0.799 0.561
N -0.865 4.533 3.444 0.788 0.354 -1.173
C -0.328 4.638 4.829 1.237 -0.710 0.062
C 0.880 5.614 4.831 0.196 0.924 -0.009
H -1.637 5.779 1.934 -0.003 0.357 0.386
H -1.980 6.250 3.664 -0.406 0.381 -0.256
H -0.130 7.693 3.603 -0.156 0.251 0.377
H 0.234 7.197 1.975 -0.025 -0.224 0.516
H 2.451 4.541 3.008 -0.823 -0.168 -0.157
H 1.815 5.371 1.611 -0.625 -0.359 0.626
H 0.544 3.015 3.079 0.024 0.529 -0.536
H -0.063 3.714 1.557 0.157 0.509 0.673
H -1.707 3.884 3.424 1.241 0.418 0.140
H 0.088 3.663 5.130 -0.663 0.101 -0.272
H -1.105 4.899 5.520 -0.503 0.249 0.186
H 1.746 5.135 5.280 0.141 -0.237 -0.287
H 0.702 6.472 5.493 -0.215 -0.063 -0.328
C -0.902 -0.583 -6.313 0.944 2.131 0.553
N 0.499 -0.191 -6.014 -1.682 -1.222 -1.579
C 1.464 -0.380 -6.917 1.052 0.540 -0.645
N 1.047 -0.755 -8.182 1.277 0.036 0.638
S 3.081 -0.021 -6.539 -0.777 -0.425 -0.452
H -1.474 0.053 -5.624 -0.341 -0.834 -0.024
H -1.074 -1.645 -6.252 -0.217 -0.311 0.231
H -1.156 -0.184 -7.299 -0.133 -0.205 0.085
H 0.734 0.041 -5.084 0.498 0.261 0.867
H 0.084 -1.053 -8.297 0.782 -0.098 -0.501
H 1.820 -0.927 -8.859 -1.391 0.105 0.889
C -2.335 -5.630 -0.745 -0.659 -1.427 -0.383
C -1.179 -5.638 -1.797 0.001 0.295 2.192
O -0.835 -4.242 -1.968 -2.733 -1.481 -1.123
P 0.641 -3.860 -1.969 2.229 -1.558 0.972
O 0.645 -2.427 -2.294 0.386 2.672 -1.016
Te 1.478 -4.030 0.291 0.068 -0.439 -0.354
O 1.287 -4.818 -3.112 -0.385 1.105 1.420
C 2.376 -4.220 -3.873 -1.820 -0.233 -1.948
C 3.650 -4.972 -3.721 1.166 -0.452 0.946
H -2.256 -6.573 -0.114 -0.177 1.123 -0.718
H -3.363 -5.675 -1.270 1.590 0.357 0.928
H -2.246 -4.754 -0.057 -0.065 -0.729 -0.750
H -1.407 -6.171 -2.717 -0.146 0.487 -0.240
H -0.264 -6.097 -1.375 -0.618 -0.208 -0.001
H 2.360 -3.131 -3.716 0.520 -0.466 0.163
H 1.980 -4.381 -4.903 0.511 0.447 0.437
H 3.943 -5.523 -4.620 -0.309 -0.044 0.156
H 3.621 -5.678 -2.851 -0.028 0.674 -0.758
H 4.450 -4.258 -3.547 0.248 -0.038 0.202
O -1.302 0.915 6.015 -0.092 0.622 -2.850
S -1.538 1.081 4.558 1.178 -2.785 1.972
O -2.384 2.209 4.202 0.590 0.519 -0.457
N -0.152 0.909 3.646 -0.425 0.697 -0.914
C -0.314 0.049 2.596 0.381 1.471 -0.269
O 0.452 -0.021 1.554 -1.516 -0.080 2.164
C -1.548 -0.786 2.773 0.420 -0.816 -1.708
C -1.898 -1.898 1.956 -1.212 1.618 2.607
C -3.010 -2.616 2.469 -0.096 -0.542 -3.539
C -3.767 -2.204 3.540 0.381 -0.300 1.108
C -3.279 -1.192 4.378 -0.931 0.765 0.120
C -2.274 -0.389 3.885 0.256 -1.147 0.259
H -1.495 -2.009 0.960 0.363 -0.611 0.287
H -3.373 -3.418 1.757 0.166 0.781 1.259
H -4.721 -2.673 3.785 0.501 -0.200 0.017
H -3.728 -0.995 5.360 -0.047 0.122 -0.612
```
Positions in Å, forces in eV/Å.

These are the Löwdin partial charges, in e, on atoms 1 to 2: number 1, La, carries 1.197; number 2, S, carries -0.240

[3]
This record from OMol25 describes C19H33N2OPPbSi as an isolated structure. The level of theory is wB97M-V/def2-TZVPD.

Summary:
E_HOMO (alpha / beta), eV: -5.77 / -5.78
ΔE to the lowest compared entry with this formula, charge and spin, eV: 5.9145
HOMO-LUMO gap (alpha / beta), eV: 5.4 / 5.3
LUMO level (alpha / beta), eV: -0.34 / -0.45
Largest force on an atom, eV/A: 3.633

XYZ file:
```
58
Properties=species:S:1:pos:R:3:forces:R:3
Pb -0.153 0.760 0.247 0.258 -2.334 -1.343
Si 0.228 -1.745 -1.321 -0.514 -0.139 0.943
P 0.602 1.279 -2.482 -0.369 0.839 0.001
N -1.863 -0.269 -0.658 0.741 0.141 -0.340
H 1.166 1.908 0.918 -0.442 0.368 -0.140
C 0.923 3.081 -2.480 0.195 0.391 -0.364
H 1.094 3.445 -3.502 -0.004 0.144 0.153
H 1.807 3.303 -1.864 -0.286 -0.097 -0.188
H 0.063 3.618 -2.049 0.263 -0.242 -0.139
C 2.037 0.634 -3.426 0.007 -0.051 0.085
H 2.209 1.257 -4.314 -0.012 -0.182 0.136
H 1.855 -0.406 -3.729 0.038 0.276 0.089
H 2.925 0.660 -2.780 -0.209 -0.017 -0.195
C -0.813 1.150 -3.647 0.118 -0.060 0.081
H -0.601 1.701 -4.570 -0.056 -0.098 0.099
H -1.711 1.558 -3.162 0.252 -0.120 -0.108
H -1.005 0.094 -3.873 0.023 0.256 0.067
C 1.793 -2.843 -1.526 0.029 0.309 -0.131
H 2.177 -3.128 -0.539 0.041 0.101 -0.170
H 2.591 -2.360 -2.101 0.011 -0.140 0.116
H 1.492 -3.766 -2.049 0.042 0.274 0.106
H -0.512 -2.650 -0.418 -0.376 -0.297 -0.067
H -0.355 -1.757 -2.699 -0.031 0.058 0.068
C -3.173 -0.232 -0.705 -2.432 0.848 0.246
C -5.374 0.767 -0.152 0.024 -0.523 -0.372
C -3.993 0.769 -0.031 0.497 -0.585 -0.344
C -3.897 -1.222 -1.479 0.712 0.271 0.258
C -5.278 -1.198 -1.579 0.104 0.583 0.452
C -6.027 -0.206 -0.925 -0.061 -0.048 -0.040
H -5.967 1.529 0.356 0.179 -0.131 -0.082
H -3.479 1.527 0.574 -0.162 -0.265 -0.254
H -3.289 -1.982 -1.978 -0.316 0.199 0.112
H -5.789 -1.955 -2.172 0.139 0.127 0.098
H -7.112 -0.197 -1.024 0.239 0.033 0.065
C 3.275 -0.166 0.784 -1.685 -1.122 -1.383
O 2.258 -0.444 0.110 2.978 1.022 1.813
C 3.202 0.424 2.155 0.277 0.381 0.456
H 4.184 0.854 2.401 -0.326 -0.161 0.167
H 2.956 -0.365 2.886 0.148 0.160 -0.296
H 2.436 1.206 2.252 0.173 -0.317 -0.219
C 4.642 -0.523 0.264 0.054 0.119 -0.047
H 5.241 0.392 0.134 -0.142 -0.232 0.041
H 4.560 -1.059 -0.684 0.012 0.092 0.165
H 5.161 -1.143 1.008 -0.060 0.117 -0.144
C -0.840 -2.594 6.238 -0.136 0.052 0.391
C -0.695 -2.012 4.865 -0.031 0.137 -0.097
C 0.001 -2.721 3.887 0.059 0.385 -0.741
C 0.157 -2.162 2.612 -0.273 0.389 0.407
N -0.345 -0.951 2.299 -0.252 -0.118 0.885
C -1.052 -0.283 3.228 0.308 -0.520 0.249
C -1.239 -0.768 4.527 0.202 -0.139 -0.535
H -1.385 -3.543 6.225 0.030 0.131 -0.105
H 0.134 -2.798 6.694 -0.077 0.072 -0.119
H -1.380 -1.906 6.893 0.056 -0.111 -0.030
H 0.428 -3.697 4.105 -0.091 0.151 -0.035
H 0.692 -2.695 1.818 -0.207 0.312 0.260
H -1.485 0.689 2.933 0.259 -0.528 0.101
H -1.798 -0.177 5.249 0.080 -0.160 -0.081
```
Positions in Å, forces in eV/Å.

These are the natural (NBO) partial charges, in e, on atoms 1 to 2: number 1, Pb, carries 1.097; number 2, Si, carries 0.715